A molecular structure, C20H27NO3. Source: OMol25; level of theory: the ωB97M-V functional and the def2-TZVPD basis.

```
51
Properties=species:S:1:pos:R:3:forces:R:3:nbo_charge:R:1
C 6.6227 1.6815 -0.2053 2.97 4.28 -5.73 -0.200
H 7.7902 1.5004 -0.4429 -2.58 1.17 0.55 0.201
O 6.1455 0.4957 -0.2690 -5.49 -7.05 1.00 -0.479
C 4.6932 0.2868 -0.1030 3.78 -2.11 -1.17 0.213
C 3.8063 1.2151 -0.0832 -4.36 9.71 2.27 -0.235
C 2.3533 1.1241 0.2880 1.02 -0.40 0.78 0.012
C 1.8031 -0.1991 0.4162 3.35 5.42 -2.61 -0.070
C 2.7266 -1.1431 -0.0162 -1.47 -3.06 1.20 -0.254
C 4.0554 -0.9668 -0.1503 4.42 -1.24 0.26 0.235
O 5.0563 -2.0417 -0.2118 1.17 9.94 -0.09 -0.470
C 4.4950 -3.1222 -0.1763 0.77 -12.64 -1.94 -0.157
H 3.9654 -3.4794 0.6522 -0.51 -0.16 2.17 0.150
H 5.4611 -4.1243 -0.4366 -2.57 2.77 1.15 0.110
H 3.8784 -3.4231 -0.9819 -1.05 0.21 -1.55 0.144
H 2.3115 -2.1711 -0.0033 0.63 0.44 -0.29 0.219
C 0.3440 -0.3590 0.5726 3.59 -8.27 -2.12 -0.236
N -0.3337 0.7015 0.2821 -3.84 9.36 0.07 -0.445
C -1.3329 1.0538 -0.6527 1.68 6.44 0.12 0.704
O -1.6074 2.3456 -0.9840 1.46 -6.30 2.45 -0.657
C -1.8697 -0.0009 -1.4339 -5.07 1.74 -4.74 -0.517
C -3.1976 -0.6452 -1.0960 4.78 8.38 11.12 -0.093
H -3.6302 -1.2315 -1.6230 -4.54 -6.98 -7.49 0.168
C -4.2458 0.5224 -0.6522 -0.43 -6.58 -10.57 -0.357
H -4.2556 1.3296 -1.1829 0.39 4.56 -4.50 0.239
C -4.0744 0.8462 0.5451 5.54 -0.23 17.13 -0.384
H -3.0352 1.1522 1.0341 -2.17 0.38 -1.49 0.224
H -4.8691 1.0961 1.1931 -1.08 2.24 0.18 0.235
C -4.1297 -0.6358 1.1408 -0.07 -5.22 3.32 -0.203
H -4.1740 -1.0654 2.3466 0.50 2.26 -2.90 0.215
C -2.9923 -1.4281 0.4106 -6.22 6.54 -3.34 -0.390
H -3.1048 -2.3584 0.1699 -1.00 -5.72 -0.55 0.195
H -2.1055 -1.2020 0.6955 5.76 1.33 2.28 0.176
C -5.4739 -1.1662 0.5632 -0.25 -1.80 -1.36 -0.429
H -5.5483 -2.3971 0.2818 0.71 3.46 0.55 0.201
H -6.3634 -1.0664 1.2280 0.79 0.32 -0.34 0.207
C -5.5456 -0.1193 -0.6820 -2.47 -6.62 -2.44 -0.336
H -5.7069 -0.8985 -1.8002 0.06 2.92 3.29 0.178
H -6.4088 0.4125 -0.3781 -0.79 1.24 -0.82 0.216
H -2.0754 0.4164 -2.5201 0.77 -0.30 2.02 0.247
H -1.2256 -0.7175 -1.5882 3.76 -3.88 -0.59 0.217
C 0.2412 1.9168 1.1297 -9.43 3.23 -7.49 -0.213
C 1.3662 2.4782 0.6148 2.41 -7.93 -12.10 -0.366
H 1.8776 3.1246 1.0302 4.59 6.38 4.48 0.202
H 1.2830 2.7026 -0.5852 -0.32 0.39 2.98 0.223
H -0.6628 2.8728 0.8301 2.07 -3.16 1.83 0.269
H 0.4375 1.6304 2.0033 0.30 -2.49 7.58 0.178
H 0.1790 -1.2427 -0.1695 -0.42 1.23 1.26 0.212
H 0.3883 -0.8131 1.5219 -1.75 -0.42 1.97 0.211
H 4.1894 2.4935 -0.0461 -1.06 -4.11 -0.28 0.205
H 6.0498 2.3403 -1.0741 1.97 -0.94 1.38 0.126
H 6.4489 2.2788 0.5981 -0.25 1.29 3.13 0.160
```
Positions in Å, forces in eV/Å.

Values from the calculation:
E = -1058.07670 Ha
Energy relative to the best compared isomer or geometry (same formula, charge and spin) = 438.7 kcal per mole
Spin multiplicity = 1
M = 329.4 g mol⁻¹